Entry 1:
{
  "formula": "C2H9N3",
  "method": "ωB97M-V with the def2-TZVPD basis set",
  "species": ["C", "C", "N", "N", "N", "H", "H", "H", "H", "H", "H", "H", "H", "H"],
  "coordinates": [[-1.4171, -0.4583, -0.6741], [1.0563, 0.0519, 0.2347], [-0.5983, -0.3071, 0.3629], [-1.1382, -0.7690, -1.9125], [1.2425, 0.7916, 1.4636], [-2.3745, -0.5685, -0.3721], [1.1336, 0.7497, -0.5613], [1.4221, -1.0272, 0.2347], [-1.1007, 0.1569, 1.1068], [-1.8131, -1.1839, -2.5575], [-0.2726, -0.5687, -2.4147], [1.1089, 0.1496, 2.1471], [0.6483, 1.6532, 1.5635], [2.1028, 1.3299, 1.3789]],
  "mulliken_charge": [0.064, -0.476, -0.254, -0.249, -0.235, 0.414, 0.466, 0.369, 0.308, 0.283, 0.236, 0.324, 0.379, 0.371],
  "largest_force_ha_per_bohr": 0.110,
  "lumo_energy_ev": -8.2,
  "total_charge": 2,
  "orbital_gap_ha": 0.4494,
  "smiles": "[NH2+]=CNC[NH3+]"
}

=====

Entry 2:
{
  "formula": "C3H4OS",
  "method": "ωB97M-V with the def2-TZVPD basis set",
  "species": ["C", "C", "C", "H", "H", "H", "H", "O", "S"],
  "coordinates": [[1.3085, -0.1788, 0.2671], [-0.0406, 0.6179, -0.1112], [-1.0143, -0.4043, -0.2996], [0.9530, -0.7314, 1.2764], [-0.3250, 1.1833, 0.7666], [0.0798, 1.3323, -0.9705], [-0.5666, -1.3808, -0.5111], [2.2723, -0.2854, -0.3425], [-2.6671, -0.1527, -0.0751]],
  "mulliken_charge": [-0.007, -0.266, -0.309, 0.246, 0.277, 0.318, 0.295, -0.368, -0.187],
  "largest_force_ha_per_bohr": 0.138,
  "lumo_energy_ev": -0.9,
  "orbital_gap_ha": 0.3009,
  "smiles": "O=CCC=S"
}

=====

Entry 3:
{
  "formula": "C15H22N2O4",
  "method": "ωB97M-V with the def2-TZVPD basis set",
  "species": ["O", "N", "O", "C", "C", "C", "C", "C", "C", "H", "H", "O", "C", "C", "C", "C", "H", "C", "N", "C", "C", "O", "C", "C", "H", "H", "H", "H", "H", "H", "H", "H", "H", "H", "H", "H", "H", "H", "H", "H", "H", "H", "H"],
  "coordinates": [[-3.9317, -0.3239, -6.4310], [-4.3313, 0.3982, -5.5390], [-5.3030, 1.1232, -5.6275], [-3.6107, 0.3946, -4.3031], [-2.4884, -0.4205, -4.1580], [-1.8020, -0.4196, -2.9701], [-2.2180, 0.3920, -1.9023], [-3.3447, 1.2051, -2.0613], [-4.0338, 1.2037, -3.2553], [-4.9050, 1.8258, -3.3928], [-3.6858, 1.8387, -1.2588], [-1.4750, 0.3133, -0.7894], [-1.8084, 1.1011, 0.3435], [-0.7885, 0.7969, 1.4344], [-0.9343, -0.6282, 1.9631], [0.2060, -1.0261, 2.8995], [-0.0797, -1.9331, 3.4368], [1.5216, -1.3161, 2.1673], [2.1191, -0.1052, 1.6265], [2.8372, -0.2689, 0.3738], [4.2237, -0.8937, 0.5697], [4.9986, -0.1226, 1.4640], [4.3546, 0.0029, 2.7143], [2.9574, 0.6223, 2.5665], [2.4638, 0.6607, 3.5381], [3.0642, 1.6434, 2.1867], [4.9967, 0.6413, 3.3232], [4.2819, -0.9867, 3.1932], [4.7788, -0.9162, -0.3694], [4.1226, -1.9219, 0.9529], [2.2399, -0.8727, -0.3111], [2.9646, 0.7289, -0.0599], [2.1971, -1.8402, 2.8604], [1.3111, -1.9953, 1.3379], [0.3605, -0.2370, 3.6368], [-1.8841, -0.7183, 2.4972], [-0.9610, -1.3167, 1.1170], [-0.9242, 1.5112, 2.2477], [0.2150, 0.9193, 1.0294], [-1.7736, 2.1655, 0.0776], [-2.8221, 0.8521, 0.6855], [-0.9304, -1.0379, -2.8284], [-2.1786, -1.0395, -4.9858]],
  "mulliken_charge": [-0.631, 1.006, -0.624, -0.170, -0.388, -0.558, 0.396, -0.128, -0.592, 0.444, 0.400, -0.174, -0.859, -0.395, -0.599, -0.870, 0.426, -0.810, 0.420, -0.811, -0.551, -0.398, -0.536, -0.837, 0.381, 0.358, 0.370, 0.287, 0.366, 0.319, 0.383, 0.361, 0.290, 0.519, 0.239, 0.382, 0.262, 0.462, 0.049, 0.477, 0.466, 0.418, 0.451],
  "largest_force_ha_per_bohr": 0.026,
  "lumo_energy_ev": -0.2,
  "orbital_gap_ha": 0.2962,
  "smiles": "O=[N+]([O-])c1ccc(OCCCCCN2CCOCC2)cc1"
}

=====

Entry 4:
{
  "formula": "H10O5",
  "method": "ωB97M-V with the def2-TZVPD basis set",
  "species": ["H", "H", "H", "H", "H", "H", "H", "H", "H", "H", "O", "O", "O", "O", "O"],
  "coordinates": [[0.7012, 0.4777, -1.0400], [1.2140, -0.0024, -2.3879], [1.0315, -2.1243, -3.7678], [0.1967, -0.8943, -3.4513], [0.5445, 0.2202, 3.6808], [-0.0271, -0.3012, 2.3725], [-3.9143, 0.6262, -0.4924], [-3.4572, 1.1275, 0.8677], [1.2573, 0.3478, 1.5575], [2.0910, 0.6683, 2.7872], [0.4230, 0.3338, -1.9516], [1.1089, -1.1870, -3.5572], [0.2024, -0.5799, 3.2662], [-3.3596, 0.3869, 0.2586], [1.9875, 0.9008, 1.8576]],
  "mulliken_charge": [0.277, 0.383, 0.310, 0.351, 0.328, 0.298, 0.312, 0.317, 0.335, 0.301, -0.656, -0.670, -0.648, -0.627, -0.612],
  "largest_force_ha_per_bohr": 0.035,
  "lumo_energy_ev": 0.4,
  "orbital_gap_ha": 0.4134,
  "smiles": "O.O.O.O.O"
}